A molecular structure, C23H21Cl8GeN2O4ReS2Si. Source: the Open Molecules 2025 dataset; level of theory: ωB97M-V/def2-TZVPD.

Each line ends with the Löwdin charge.
Atoms and positions in Å:
Re 0.80 1.35 0.70  1.13
C 0.02 -4.44 1.69  -0.17
Si -0.07 -3.56 3.33  0.51
C 1.61 -3.42 4.13  -0.17
C -1.26 -4.44 4.47  -0.18
C -0.75 -1.81 3.06  -0.22
C -1.89 -1.34 3.69  -0.05
C -2.33 -0.02 3.52  -0.04
C -1.63 0.82 2.69  -0.12
N -0.53 0.37 2.06  -0.18
C -0.10 -0.88 2.24  -0.73
S 1.36 -1.05 1.33  0.63
H 0.39 -5.46 1.83  0.04
H 0.70 -3.93 0.99  0.01
H -0.96 -4.49 1.22  0.04
H 2.05 -4.41 4.29  0.04
H 1.54 -2.92 5.10  0.04
H 2.31 -2.84 3.51  0.01
H -0.91 -5.46 4.64  0.04
H -2.26 -4.51 4.04  0.04
H -1.34 -3.95 5.44  0.04
H -2.44 -1.99 4.35  0.10
H -3.21 0.34 4.03  0.11
H -1.90 1.84 2.52  0.12
C -1.70 -1.47 -4.99  -0.03
C -0.52 -0.73 -4.45  -0.27
C 0.43 -1.19 -3.65  0.04
C 1.39 -0.13 -3.25  -0.22
C 0.73 1.96 -2.77  -0.32
C -0.72 2.40 -2.84  -0.16
C -1.40 1.56 -3.87  -0.19
S 1.65 3.32 -2.03  0.61
O 1.10 4.56 -2.50  -0.27
O 3.05 3.09 -2.19  -0.31
N 1.12 3.08 -0.47  -0.31
C 0.92 4.36 0.23  -0.17
C -0.01 4.09 1.37  -0.56
O -0.66 4.89 1.97  0.14
O -0.03 2.78 1.70  -0.28
H -1.70 -2.50 -4.65  0.09
H -1.70 -1.45 -6.08  0.07
H -2.63 -1.00 -4.66  0.10
H 0.49 -2.21 -3.27  0.13
H 2.44 -0.41 -3.28  0.14
H -0.94 3.45 -2.70  0.14
H -2.22 1.97 -4.44  0.12
H 0.49 5.12 -0.42  0.12
H 1.85 4.74 0.65  0.12
Cl -2.49 -0.21 -0.27  0.75
C -1.28 0.47 -1.29  -0.62
C 0.02 0.37 -0.95  -0.36
C 1.05 0.65 -1.96  -0.57
Cl 2.56 0.66 -0.89  0.76
C 1.03 1.13 -4.06  -0.66
Cl 2.24 1.72 -5.18  0.76
C -0.38 0.75 -4.66  -0.65
Cl -0.58 1.19 -6.38  0.72
C -1.74 1.38 -2.40  -0.66
Cl -3.31 2.10 -2.06  0.73
Cl 2.03 0.55 4.43  0.17
Ge 2.56 1.35 2.49  -0.37
Cl 4.45 0.44 1.95  0.11
Cl 3.12 3.40 2.93  0.16

Results
LUMO energy (alpha / beta) in eV: -1.756 / -1.756
Gap between HOMO and LUMO (alpha / beta) in eV: 7.02 / 7.02

=====

A molecular structure, C23H21CoN2O3Te. Source: the Open Molecules 2025 dataset; level of theory: ωB97M-V/def2-TZVPD.

Each line ends with the Löwdin charge.
Atoms and positions in Å:
Co -0.24 -0.85 -0.35  0.48
O 3.89 -1.69 -1.81  0.05
C 4.25 -2.50 -0.80  -0.27
C 5.58 -2.92 -0.76  -0.03
C 6.02 -3.74 0.26  -0.10
C 5.14 -4.16 1.26  -0.11
C 3.83 -3.74 1.21  -0.04
C 3.36 -2.92 0.19  -0.08
C 1.93 -2.50 0.15  -0.42
O 1.60 -1.61 -0.73  -0.17
N 1.10 -3.07 0.99  0.08
N -0.16 -2.53 0.80  -0.08
C -1.17 -3.18 1.22  -0.07
C -2.54 -2.78 0.93  -0.14
C -3.55 -3.41 1.67  -0.07
C -4.89 -3.17 1.45  -0.12
C -5.24 -2.28 0.43  -0.11
C -4.27 -1.66 -0.32  -0.03
C -2.89 -1.87 -0.11  -0.36
O -2.05 -1.24 -0.88  -0.19
H 2.95 -1.43 -1.62  0.06
H 6.25 -2.58 -1.54  0.11
H 7.06 -4.06 0.28  0.09
H 5.49 -4.79 2.07  0.09
H 3.12 -4.05 1.97  0.10
H -1.01 -4.10 1.78  0.12
H -3.25 -4.12 2.44  0.10
H -5.64 -3.67 2.04  0.09
H -6.28 -2.08 0.23  0.09
H -4.54 -0.97 -1.11  0.11
C -1.24 6.46 -1.99  -0.07
C -0.95 5.19 -1.24  -0.29
C -1.97 4.37 -0.80  -0.03
C -1.72 3.19 -0.10  -0.33
C -2.88 2.34 0.32  -0.11
C -0.39 2.82 0.18  -0.52
Te -0.02 1.09 1.37  0.87
C 0.66 3.63 -0.29  -0.33
C 2.11 3.30 -0.09  -0.10
C 0.36 4.80 -0.98  -0.04
H -2.31 6.60 -2.12  0.07
H -0.78 6.46 -2.98  0.07
H -0.85 7.34 -1.46  0.07
H -3.00 4.64 -1.00  0.10
H -3.82 2.80 0.00  0.07
H -2.90 2.20 1.40  0.05
H -2.81 1.34 -0.10  0.05
H 2.25 2.27 0.24  0.00
H 2.56 3.95 0.66  0.08
H 2.66 3.45 -1.02  0.07
H 1.18 5.42 -1.33  0.11

Results
LUMO energy (alpha / beta) in eV: 2.797 / 2.778
Spin multiplicity: 4
Gap between HOMO and LUMO (alpha / beta) in eV: 7.14 / 7.17
<S²>: 3.76
Net charge: -1

=====

A molecular structure, C23H21CrN6O5S2. Source: the Open Molecules 2025 dataset; level of theory: ωB97M-V/def2-TZVPD.

Each line ends with the Löwdin charge.
Atoms and positions in Å:
Cr -0.22 -0.16 0.16  0.82
N 0.03 6.52 -5.02  0.08
C -0.48 5.63 -4.06  -0.33
C -1.74 5.06 -4.23  -0.04
C -2.26 4.21 -3.26  -0.06
C -1.52 3.94 -2.12  -0.29
C -0.27 4.51 -1.94  -0.05
C 0.25 5.35 -2.91  -0.04
S -2.15 2.84 -0.88  0.59
O -3.54 2.60 -1.19  -0.31
O -1.82 3.41 0.40  -0.31
N -1.23 1.52 -1.03  -0.13
C -1.30 0.73 -2.11  -0.47
N -1.99 0.97 -3.24  0.15
C -1.92 0.04 -4.17  -0.13
C -1.21 -1.15 -4.05  -0.06
C -0.52 -1.32 -2.87  -0.10
N -0.54 -0.39 -1.92  0.02
H -0.34 6.37 -5.95  0.08
H 1.04 6.57 -5.03  0.08
H -2.31 5.28 -5.12  0.10
H -3.22 3.75 -3.38  0.11
H 0.29 4.29 -1.04  0.11
H 1.23 5.80 -2.77  0.11
H -2.48 0.25 -5.08  0.11
H -1.19 -1.89 -4.84  0.09
H 0.09 -2.19 -2.67  0.13
C 2.37 1.29 -1.20  -0.06
C 2.70 0.06 -0.41  -0.39
C 3.92 -0.51 -0.17  -0.10
C 3.70 -1.64 0.66  -0.10
C 2.34 -1.70 0.89  -0.39
C 1.58 -2.67 1.73  -0.06
N 1.72 -0.67 0.23  -0.06
H 3.29 1.71 -1.61  0.07
H 1.89 2.05 -0.58  0.07
H 1.70 1.08 -2.03  0.06
H 4.87 -0.15 -0.55  0.08
H 4.43 -2.33 1.05  0.08
H 2.20 -3.54 1.96  0.07
H 0.67 -3.02 1.24  0.05
H 1.27 -2.22 2.68  0.07
O -0.13 0.93 3.91  0.08
C -0.98 0.25 3.39  -0.50
N -0.90 -0.37 2.17  -0.15
S -2.19 -1.28 1.83  0.61
O -2.74 -0.79 0.57  -0.32
O -1.92 -2.69 1.85  -0.29
C -3.13 -0.84 3.25  -0.21
C -4.40 -1.22 3.64  -0.03
C -4.85 -0.74 4.87  -0.08
C -4.04 0.07 5.67  -0.07
C -2.77 0.42 5.25  0.00
C -2.32 -0.04 4.03  -0.12
H -5.01 -1.85 3.02  0.12
H -5.84 -1.01 5.21  0.10
H -4.42 0.42 6.62  0.10
H -2.12 1.05 5.86  0.12

Results
LUMO energy (alpha / beta) in eV: 2.606 / 2.605
Spin multiplicity: 5
Gap between HOMO and LUMO (alpha / beta) in eV: 6.76 / 6.73
<S²>: 6.01
Net charge: -1

=====

2 unconnected molecules or ions with the total composition C23H21FN at a distorted geometry. Source: the Open Molecules 2025 dataset; level of theory: ωB97M-V/def2-TZVPD.

Each line ends with the Löwdin charge.
Atoms and positions in Å:
C 3.55 -0.07 3.14  -0.03
C 2.08 -0.02 3.01  -0.30
C 1.12 -1.02 2.86  -0.01
C -0.16 -0.38 2.86  -0.16
C 0.09 1.02 2.98  -0.20
N 1.46 1.18 3.06  0.13
C -0.92 1.94 3.24  -0.01
C -2.23 1.46 3.35  -0.03
C -2.51 0.09 3.20  -0.27
C -3.92 -0.42 3.36  -0.06
C -1.49 -0.82 2.90  0.01
H 3.87 -1.12 3.20  0.09
H 4.03 0.41 2.27  0.08
H 3.92 0.46 4.03  0.10
H 1.25 -2.09 2.97  0.09
H 1.94 2.08 3.15  0.17
H -0.64 2.98 3.37  0.11
H -3.04 2.15 3.59  0.12
H -3.89 -1.52 3.38  0.07
H -4.38 -0.07 4.29  0.09
H -4.56 -0.12 2.53  0.09
H -1.70 -1.88 2.73  0.11
F -1.85 -7.09 1.52  0.09
C -1.16 -5.93 1.28  -0.20
C -0.04 -5.65 2.06  0.03
C 0.68 -4.49 1.78  0.01
C 0.31 -3.59 0.73  -0.18
C 1.17 -2.47 0.53  0.08
C 1.19 -1.51 -0.52  -0.17
C 2.33 -0.65 -0.58  0.00
C 2.53 0.23 -1.62  -0.04
C 1.61 0.31 -2.68  -0.02
C 0.46 -0.48 -2.63  -0.04
C 0.21 -1.33 -1.56  0.02
C -0.87 -3.92 0.01  0.03
C -1.58 -5.09 0.25  0.04
H 0.27 -6.32 2.86  0.14
H 1.56 -4.26 2.38  0.13
H 2.12 -2.55 1.07  0.12
H 3.05 -0.71 0.24  0.11
H 3.41 0.88 -1.63  0.12
H 1.79 0.98 -3.52  0.12
H -0.27 -0.43 -3.44  0.12
H -0.74 -1.85 -1.51  0.09
H -1.24 -3.25 -0.76  0.09
H -2.47 -5.35 -0.34  0.14

Results
LUMO energy in eV: -5.637
Gap between HOMO and LUMO in eV: 4.87
Net charge: +1

=====

C23H21N in the gas phase at a distorted geometry. Source: the Open Molecules 2025 dataset; level of theory: ωB97M-V/def2-TZVPD.

Each line ends with the Löwdin charge.
Atoms and positions in Å:
C -2.50 2.02 -4.01  -0.06
C -1.97 1.52 -2.71  -0.28
C -0.66 1.83 -2.35  -0.05
C -0.14 1.47 -1.13  -0.05
C -0.87 0.68 -0.24  -0.12
C -0.02 0.01 0.93  -0.17
C -1.06 -0.34 2.10  -0.16
C -0.74 0.08 3.40  -0.05
C -1.36 -0.52 4.50  -0.08
C -2.40 -1.44 4.31  -0.09
C -2.82 -1.74 3.02  -0.07
C -2.15 -1.18 1.91  -0.07
C 1.10 -0.87 0.59  -0.36
C 1.90 -1.46 1.87  0.01
C 0.36 -2.04 0.04  -0.18
N -0.45 -2.76 -0.42  0.19
C 2.23 -0.49 -0.46  -0.16
C 3.35 0.23 -0.03  -0.05
C 4.14 0.86 -0.98  -0.08
C 3.90 0.66 -2.34  -0.08
C 2.92 -0.24 -2.74  -0.07
C 2.10 -0.85 -1.80  -0.03
C -2.26 0.60 -0.47  -0.03
C -2.79 0.96 -1.71  -0.03
H -3.44 1.55 -4.25  0.07
H -2.65 3.10 -4.00  0.09
H -1.80 1.83 -4.83  0.08
H -0.02 2.38 -3.06  0.12
H 0.91 1.69 -0.86  0.12
H 0.63 0.77 1.32  0.13
H 0.13 0.73 3.55  0.12
H -1.02 -0.27 5.50  0.10
H -2.95 -1.85 5.17  0.10
H -3.63 -2.44 2.83  0.11
H -2.38 -1.59 0.92  0.10
H 2.74 -0.85 2.25  0.07
H 1.09 -1.45 2.60  0.07
H 2.30 -2.51 1.77  0.12
H 3.55 0.37 1.04  0.11
H 4.95 1.49 -0.63  0.10
H 4.56 1.11 -3.07  0.10
H 2.74 -0.49 -3.77  0.10
H 1.31 -1.55 -2.14  0.12
H -2.95 0.18 0.27  0.09
H -3.86 0.81 -1.90  0.11

Results
LUMO energy in eV: 0.724
Gap between HOMO and LUMO in eV: 9.40
SMILES: Cc1ccc([C@@H](c2ccccc2)[C@@](C)(C#N)c2ccccc2)cc1